No. 1
8 unconnected molecules or ions with the total composition C24H70N6O8 at a distorted geometry. Source: the OMol25 dataset; level of theory: the ωB97M-V functional and the def2-TZVPD basis.

```
108
Properties=species:S:1:pos:R:3:forces:R:3:lowdin_charge:R:1
C 0.7724 -2.8827 7.2409 0.3622 -0.8189 0.4695 -0.1326
O 0.6511 -1.5740 6.7857 0.3194 0.7577 -0.3734 -0.1623
C -0.1939 -0.7313 7.5421 -0.4985 -0.7737 0.3245 -0.1950
C -0.5081 0.5790 6.8679 0.7966 1.4049 -1.7879 -0.4238
C 0.6650 1.3458 6.1968 1.0101 -0.5004 0.3748 -0.0644
N -1.1641 1.4595 7.8293 -0.3494 -0.7314 0.3020 0.0312
H -0.1702 -3.4360 7.3321 -0.2164 0.2143 -0.3258 0.0796
H 1.2508 -3.0138 8.2194 -0.3046 0.4834 0.2951 0.0687
H 1.4692 -3.4027 6.5813 -0.2787 0.0502 -0.3056 0.0950
H -1.1462 -1.2633 7.6506 -0.0730 0.1210 0.4088 0.1142
H 0.2065 -0.5433 8.5472 0.1910 -0.1016 0.0332 0.1245
H -1.1404 0.3933 5.9939 -0.5811 -0.2575 0.4659 0.1343
H 1.4592 0.6966 5.8208 -0.1567 -0.2253 -0.0413 0.0627
H 1.1584 2.0045 6.9167 -0.0508 0.0116 0.0780 0.0706
H 0.3721 1.9611 5.3452 -0.4127 -0.0070 0.1444 0.0701
H -0.4823 1.6309 8.5618 -0.1631 0.2312 0.0758 0.0701
H -1.3959 2.3486 7.4094 0.0337 0.0280 -0.0630 0.0705
C 6.1974 -6.3813 10.7310 -1.2041 -0.7052 0.9162 -0.1039
O 6.8767 -7.6024 10.5137 0.5439 0.1855 -0.0206 -0.2108
C 6.2402 -8.3940 9.5258 0.4150 0.5049 -0.5992 -0.2159
C 7.0094 -9.7163 9.3740 -0.7090 -0.3792 0.6866 -0.4238
C 6.2281 -10.7348 8.5538 0.1638 -0.1242 0.2778 -0.0759
N 7.2133 -10.2788 10.7270 0.1958 0.4266 -0.3034 0.0342
H 5.2388 -6.6407 11.2021 -0.3444 0.1678 -0.4514 0.0673
H 6.0020 -5.8214 9.8168 0.2072 0.1302 -0.0151 0.0871
H 6.6507 -5.7891 11.5253 0.7815 0.0031 -0.4410 0.0849
H 5.1869 -8.5553 9.7883 -0.0199 -0.2274 0.1512 0.1207
H 6.2501 -7.8035 8.5996 -0.0997 -0.2094 -0.2285 0.1261
H 7.9758 -9.5457 8.8955 0.0587 0.1438 0.2058 0.1362
H 6.1336 -10.4045 7.5199 -0.4127 -0.0816 0.0248 0.0767
H 5.2789 -10.9431 9.0568 -0.3099 0.3988 -0.4028 0.0743
H 6.7016 -11.7182 8.5646 0.4471 0.2035 -0.1020 0.0754
H 7.4234 -9.4553 11.2881 0.2052 -0.3225 0.3073 0.0578
H 6.3014 -10.5827 11.0618 0.0404 -0.1024 0.0000 0.0665
C 5.0564 0.7558 11.3108 0.2705 -0.6163 0.5093 -0.1231
O 3.7427 0.6136 10.8323 -0.1238 0.6769 -0.4200 -0.1840
C 3.4477 -0.6487 10.2791 -0.1681 -0.9017 0.5796 -0.2121
C 4.1465 -1.0141 8.9660 0.1325 0.7457 -0.0092 -0.4407
C 3.8247 0.0248 7.8885 0.7162 -0.3272 -0.2072 -0.0471
N 3.8279 -2.3220 8.4381 -0.9717 -0.6019 0.0211 0.0599
H 5.7736 1.1739 10.6014 -0.2159 0.1246 -0.2481 0.0851
H 5.4595 -0.2154 11.6253 -0.0092 -0.0934 -0.0661 0.0851
H 5.0488 1.3642 12.2153 -0.1502 0.2612 -0.1392 0.0833
H 3.6541 -1.3749 11.0818 0.2348 -0.3547 -0.3113 0.1152
H 2.3653 -0.7313 10.1347 -0.0402 0.4196 -0.1026 0.1195
H 5.2287 -0.9969 9.1348 0.0265 0.0581 0.0528 0.1319
H 4.1322 1.0337 8.1633 -0.1306 -0.0067 0.1125 0.0779
H 2.7798 0.0124 7.5948 -0.2596 -0.0084 0.2146 0.0467
H 4.3888 -0.2782 7.0036 -0.0171 0.1618 -0.0755 0.0823
H 2.8335 -2.3712 8.1912 0.6731 0.4655 -0.1341 0.0259
H 3.8831 -3.0840 9.1128 0.4317 0.2407 0.1814 0.0326
C -3.3508 -3.3753 7.4707 -0.9982 1.1310 -0.5150 -0.1165
O -2.7074 -3.3176 8.7221 0.2605 -0.7509 -0.7173 -0.1738
C -2.3484 -4.6058 9.1785 -0.1436 0.3953 0.9024 -0.2098
C -1.9567 -4.4908 10.6341 0.0980 -0.7723 1.4073 -0.4444
C -0.7602 -3.6314 10.9571 -0.4265 0.2028 -0.5764 -0.0432
N -1.6646 -5.8661 11.0894 -0.3421 -0.2445 -0.1634 0.0302
H -2.9597 -4.0352 6.6926 0.5166 -0.3295 0.4590 0.0814
H -3.3447 -2.3726 7.0357 0.2627 0.0657 0.1390 0.0843
H -4.4211 -3.5885 7.5736 0.0317 -0.3755 0.2170 0.0893
H -3.1930 -5.3065 9.1566 -0.1417 0.0887 -0.3528 0.1319
H -1.5338 -5.0618 8.6116 -0.0625 0.1775 -0.2762 0.0943
H -2.7990 -4.1270 11.2378 -0.1903 0.3208 -0.4741 0.1403
H -1.0049 -2.6421 10.5654 0.6117 0.1012 -0.0974 0.0817
H 0.1092 -4.1056 10.4960 0.2183 0.4498 -0.0371 0.0655
H -0.6070 -3.5365 12.0328 0.0088 -0.1376 0.0173 0.0740
H -2.5548 -6.3576 11.0575 0.2102 -0.3303 0.0533 0.0692
H -1.4050 -5.8477 12.0704 0.0721 0.0660 -0.0291 0.0698
C -0.3890 -5.8452 5.3460 -0.0525 0.8919 0.6870 -0.1104
O -0.7096 -6.6957 6.4191 0.0943 -0.3387 0.7618 -0.2068
C 0.3716 -7.5473 6.8237 -0.3131 0.2720 -0.6562 -0.1779
C 1.5332 -6.7649 7.4702 -0.5713 -0.0134 -0.8254 -0.4275
C 2.7094 -7.6594 7.7552 0.1948 -0.4592 -0.1037 -0.0545
N 1.0849 -6.0663 8.6760 -0.0015 -0.3104 0.2856 0.0728
H 0.2523 -5.0159 5.6734 0.3125 -0.3296 -0.1655 0.0539
H -1.3139 -5.3175 5.1065 -0.0583 -0.4578 -0.5719 0.0876
H 0.0872 -6.3841 4.5232 -0.2554 0.0691 -0.1874 0.0965
H -0.0445 -8.2917 7.5046 -0.0672 0.1748 0.2311 0.1279
H 0.6356 -8.0940 5.9104 0.6523 -0.0566 0.1077 0.1236
H 1.8374 -6.0345 6.7162 0.0798 0.2641 0.2502 0.1251
H 3.4319 -7.1767 8.4133 -0.1533 -0.0423 0.1904 0.0685
H 3.2537 -7.9217 6.8463 -0.1413 0.0408 -0.0982 0.0857
H 2.3447 -8.6030 8.1736 0.2456 0.0350 0.3102 0.0850
H 0.9100 -6.7731 9.3903 0.0712 0.0361 0.0678 0.0875
H 0.1568 -5.6904 8.5160 0.0745 0.1652 -0.1430 0.0340
C 0.8023 -2.6664 15.8095 0.1875 0.9933 1.4621 -0.1373
O 1.0180 -3.4697 14.6980 -0.2111 -0.2012 -0.1249 -0.1731
C 2.3647 -3.6022 14.2846 -0.1848 -0.1235 -0.5184 -0.1946
C 3.1740 -4.6150 15.0864 0.1997 -0.3120 -0.0867 -0.3992
C 4.6117 -4.6839 14.5893 0.4633 0.4611 0.0660 -0.0526
N 2.6039 -5.9776 14.9438 0.1771 0.1991 0.3530 0.0288
H 1.4427 -1.7748 15.8259 0.0736 -0.0311 -0.2898 0.0909
H 0.9657 -3.1350 16.7917 0.2621 -0.4742 -0.2472 0.0826
H -0.2188 -2.2908 15.8997 -0.1283 -0.2711 -0.6977 0.0873
H 2.2811 -3.9119 13.2401 0.1380 -0.4080 0.0512 0.1190
H 2.8774 -2.6367 14.2126 -0.0332 0.1523 0.5306 0.1299
H 3.1713 -4.3688 16.1523 0.0600 0.3986 -0.0336 0.1360
H 4.6796 -4.8746 13.5166 -0.1734 -0.2868 0.0192 0.0723
H 5.1695 -5.4437 15.1396 -0.0729 -0.1798 -0.1557 0.0831
H 5.1835 -3.7662 14.7460 -0.3155 0.1682 0.1257 0.0851
H 3.3063 -6.6396 15.2608 -0.0625 -0.0085 0.1311 0.0901
H 1.8192 -6.0821 15.5772 -0.1812 -0.0309 -0.2510 0.0959
O 3.3175 -4.6762 10.1543 0.0813 0.2289 0.1863 -0.0852
H 3.3560 -4.7836 11.1116 -0.0737 -0.3132 -0.0819 0.0028
H 2.4850 -5.1015 9.8953 -0.0410 -0.0852 -0.2861 -0.0081
O 2.7461 -6.5990 12.2820 0.2426 0.0578 0.4080 -0.0999
H 1.8979 -7.0255 12.1250 0.0071 0.0565 0.0240 0.0327
H 2.7653 -6.4270 13.2668 -0.4974 -0.1318 -0.7197 -0.0105
```
Positions in Å, forces in eV/Å.

Computed properties:
LUMO (eV): 0.436
Structure (SMILES): COC[C@H](C)N.COC[C@H](C)N.COC[C@H](C)N.COC[C@H](C)N.COC[C@H](C)N.COC[C@H](C)N.O.O
Charge: 0
ΔE to the lowest compared entry with this formula, charge and spin (kcal per mole): 22.6

***

No. 2
C6H10N2O in the gas phase at a distorted geometry. Source: the OMol25 dataset; level of theory: the ωB97M-V functional and the def2-TZVPD basis.

```
19
Properties=species:S:1:pos:R:3:forces:R:3:lowdin_charge:R:1
H -2.5107 1.4979 -1.5437 -0.0450 -1.8517 -0.0998 0.0692
N -2.4515 0.4372 -1.3834 1.2739 3.5480 0.3108 0.0920
C -1.3153 0.2254 -0.8095 -1.3853 -2.9307 0.1610 -0.4063
N -1.1939 -1.1559 -0.4520 -2.8729 -0.8261 0.6977 -0.0164
C -0.2453 -1.5752 0.5598 2.0715 -0.8388 0.2420 -0.1770
C 0.8713 -0.4477 0.7181 -1.2504 -0.8134 1.7738 -0.2315
C 0.1150 0.8468 1.0807 -1.3201 0.6672 2.7015 -0.1037
C -0.1129 1.0388 -0.3818 0.0183 0.3865 -3.4610 -0.1738
C 1.2047 0.2051 -0.5650 -0.3849 1.3148 -0.9019 -0.3136
O 2.3014 1.1464 -0.4775 0.7758 -2.1759 0.3183 -0.0344
H -2.2328 -1.6273 -0.3327 3.6897 1.7382 -0.6566 0.1998
H -0.7445 -1.7613 1.5632 0.6999 0.2236 -1.0355 0.1218
H 0.3126 -2.5572 0.2377 -1.1638 1.5949 0.5459 0.1339
H 1.7294 -0.7408 1.3165 -0.1324 -0.3443 0.3050 0.1382
H -0.8314 0.7200 1.7335 1.5276 0.3489 -0.9018 0.1492
H 0.7469 1.6696 1.4485 -0.2059 -0.5638 0.1807 0.1223
H -0.0499 1.9849 -0.9862 -0.3267 -0.4541 1.2134 0.1639
H 1.3248 -0.4407 -1.3979 0.0672 -0.4508 -1.1354 0.1406
H 3.0823 0.5339 -0.3283 -1.0366 1.4276 -0.2582 0.1259
```
Positions in Å, forces in eV/Å.

Computed properties:
LUMO (eV): 0.738
Structure (SMILES): [H]/N=C1/NC[C@@H]2C[C@H]1[C@H]2O
Charge: 0
ΔE to the lowest compared entry with this formula, charge and spin (kcal per mole): 52.0

***

No. 3
2 unconnected molecules or ions with the total composition C20H29N3O5S2 at a distorted geometry. Source: the OMol25 dataset; level of theory: the ωB97M-V functional and the def2-TZVPD basis.

```
59
Properties=species:S:1:pos:R:3:forces:R:3:lowdin_charge:R:1
C -3.3057 -3.1648 3.1527 -0.2564 -0.2459 -0.8152 -0.0186
C -3.0647 -3.0404 1.5943 -2.0021 0.1936 0.4528 -0.2826
C -3.8984 -1.7833 1.0992 0.7763 0.0796 0.7328 -0.0985
O -5.0498 -2.1998 0.2995 0.3887 1.3448 -0.9953 -0.0202
C -5.7366 -1.0422 -0.0669 -1.0054 -0.0221 0.6897 -0.5014
O -6.2153 -0.3177 0.7624 0.5472 -0.3178 -0.5496 0.1152
C -5.9210 -0.6709 -1.6009 1.5619 -1.6244 1.0960 -0.2852
S -5.5194 1.1164 -1.7589 -0.7900 -0.0418 -0.4103 1.0557
N -3.7859 1.1533 -1.4721 1.9809 -0.5705 0.3009 -0.3459
C -3.2611 1.7074 -0.3254 1.9742 0.1712 0.8821 -0.0215
C -1.8255 1.7195 -0.0186 -0.4384 -1.1201 -2.2586 0.0647
C -0.9008 1.1333 -0.9911 -1.8953 -0.3023 -1.2832 -0.0935
C 0.6190 1.0202 -0.8247 1.9371 -0.2234 1.4660 -0.0997
C 1.6115 1.2965 -1.8643 0.1781 -0.7951 1.8338 0.0680
C 3.0476 1.1081 -1.5934 -2.1981 0.1141 -0.0284 0.0324
N 3.4958 0.6687 -0.3693 -2.2081 0.5382 0.1424 -0.0372
C 4.9263 0.4154 -0.0297 1.5254 -2.0248 0.1312 -0.1049
C 5.9098 0.3738 -1.2676 0.3585 1.5777 0.9345 -0.2141
N 6.4115 1.7613 -1.5182 -0.7323 -1.1771 -0.4099 0.0060
C 2.5753 0.4357 0.6494 -1.6840 0.3267 -0.2950 -0.0249
C 1.1460 0.5881 0.4966 1.3704 0.7595 -2.1234 0.0164
C -1.4982 0.5634 -2.2323 -1.0274 1.2443 2.1535 0.0664
C -2.9361 0.6025 -2.4150 2.4424 -0.3267 0.0896 -0.0345
O -1.6516 -2.8413 1.3544 0.6860 -0.3547 0.8058 -0.0467
C -0.8996 -3.9328 1.7955 0.0062 -0.9854 0.0666 -0.4983
O -1.2684 -5.0591 1.6002 0.0631 0.8140 0.1666 0.1414
C 0.4484 -3.7425 2.5788 -0.2002 -0.3135 -0.9211 -0.3906
S 1.4835 -2.3377 1.9814 0.0948 0.4327 0.3527 0.7122
H -2.6965 -2.3711 3.6549 -0.4551 -0.7857 -0.2529 0.1031
H -4.3875 -2.9727 3.3700 0.9257 -0.2502 -0.1560 0.1011
H -3.0666 -4.2010 3.4978 -0.0126 1.0161 -0.0969 0.0975
H -3.4925 -3.9191 1.0323 0.8123 0.7128 0.5977 0.1662
H -3.2791 -1.0874 0.4639 -0.2962 -0.6681 0.6298 0.1195
H -4.2879 -1.2428 2.0085 0.4687 -0.3513 -1.0850 0.1350
H -5.1995 -1.3066 -2.1901 -0.9388 0.7291 0.2595 0.0978
H -6.9814 -0.9105 -1.8950 1.0413 0.7409 0.1068 0.1306
H -3.9279 2.1824 0.4409 0.2725 -0.7407 -1.1653 0.1600
H -1.4430 2.1523 0.9327 -0.6178 -0.2887 -0.8961 0.1385
H 1.2522 1.6370 -2.8643 0.7061 -0.2719 0.9374 0.1363
H 3.7629 1.3311 -2.4164 -0.4761 -0.3222 1.0629 0.1433
H 5.2940 1.1055 0.7838 -0.6375 -0.3586 -1.0851 0.1545
H 4.9579 -0.6152 0.4389 -0.3643 1.0484 -0.4443 0.1463
H 5.4088 -0.0395 -2.1768 0.6132 0.1079 0.7827 0.1182
H 6.8219 -0.2259 -0.9881 -1.2715 0.1790 -0.2523 0.1323
H 5.8452 2.2306 -2.2225 0.3693 0.2854 0.4627 0.0583
H 6.4417 2.2744 -0.6389 0.0022 0.2208 -0.5844 0.0660
H 2.9521 0.1060 1.6495 -0.0544 0.3206 -1.2112 0.1352
H 0.4797 0.3711 1.3638 0.7409 0.1131 -0.8985 0.1149
H -0.8071 0.1097 -2.9778 -1.0011 0.3333 0.5245 0.1337
H -3.3397 0.1356 -3.3477 -0.0494 0.7078 1.1357 0.1521
H 0.2785 -3.6204 3.6863 0.0172 0.3374 -1.2168 0.1103
H 1.0320 -4.6960 2.4726 -0.7732 0.9139 -0.0875 0.0988
H 1.3843 -2.2384 0.6176 -0.4449 -0.8532 0.7141 -0.1108
C 3.5945 5.4100 -0.6268 -0.1939 -0.1193 0.0381 -0.1325
O 4.4437 4.2627 -0.6252 0.1246 -0.2879 -0.0542 -0.1404
H 4.2150 6.3016 -0.6803 0.0396 -0.1364 -0.0014 0.0908
H 2.9306 5.3801 -1.4944 -0.0316 0.1855 0.0224 0.0768
H 3.0040 5.4364 0.2920 -0.0306 0.1802 -0.0369 0.0796
H 3.8731 3.4890 -0.5771 0.0617 0.1511 0.0434 0.0269
```
Positions in Å, forces in eV/Å.

Computed properties:
LUMO (eV): -8.194
Charge: +2

***

Summary of frontier orbital gap in eV
8.85 9.46 6.20
(order as listed above)